Record 1
The following is a DFT calculation (wB97M-V/def2-TZVPD) of a molecular structure, C22H51AgBrN3O5.

XYZ file:
```
83
Properties=species:S:1:pos:R:3:forces:R:3
Ag -2.698 25.340 -14.618 1.28 -1.10 0.14
C -0.748 25.252 -9.580 -0.14 0.77 -1.12
C -1.116 26.563 -10.367 -1.17 0.64 0.07
C -0.582 27.823 -9.617 0.40 0.16 -0.43
C 0.921 28.122 -9.779 -0.39 -1.31 -0.70
C 1.225 28.180 -11.306 -1.18 0.64 1.84
C 0.726 26.988 -12.161 2.55 -0.06 0.39
N -0.630 26.545 -11.805 -1.39 -2.38 -2.77
O -1.225 25.632 -12.774 2.42 3.34 4.68
C 1.785 25.848 -11.937 -0.55 -0.66 0.01
C 0.967 27.535 -13.591 -1.24 -0.89 -0.37
C -2.670 26.851 -10.463 1.35 -1.34 0.16
H 0.341 25.227 -9.544 -0.06 -0.57 -0.32
H -1.226 24.444 -10.135 0.58 -0.33 0.01
H -1.046 25.151 -8.536 -0.51 0.68 -0.05
H -0.887 27.760 -8.572 0.16 -0.37 0.13
H -1.161 28.677 -9.970 0.13 0.23 -0.33
H 1.495 27.311 -9.331 0.11 -0.08 0.17
H 1.206 29.036 -9.257 -0.05 0.08 -0.18
H 2.289 28.364 -11.457 -0.08 -0.19 -0.29
H 0.679 29.079 -11.592 0.08 0.17 -0.53
H 2.766 26.171 -12.285 -0.13 -0.03 -0.17
H 1.484 24.921 -12.427 -0.01 0.21 -0.63
H 1.938 25.479 -10.923 -0.24 0.63 0.42
H 0.549 28.540 -13.659 0.24 0.09 -0.14
H 0.502 26.943 -14.380 -0.25 -0.26 0.18
H 2.030 27.495 -13.828 -0.03 0.41 0.30
H -2.818 27.755 -11.054 -0.06 0.13 0.33
H -3.034 26.889 -9.437 -0.27 0.38 -0.11
H -3.174 26.032 -10.976 0.24 -0.22 0.33
C -4.985 21.255 -15.611 1.97 0.33 1.19
C -5.539 21.622 -14.216 -2.02 -0.34 -0.40
C -6.131 20.302 -13.527 -0.09 1.32 0.58
C -6.541 20.533 -12.064 0.19 0.06 0.74
C -5.366 21.010 -11.223 -0.18 1.01 -0.72
C -4.827 22.381 -11.787 1.90 -0.49 0.65
N -4.540 22.252 -13.245 0.72 3.54 -3.16
O -3.849 23.376 -13.828 -2.90 -4.57 2.44
C -3.469 22.587 -11.086 0.85 1.45 0.32
C -5.736 23.582 -11.360 -0.88 -0.58 -0.64
C -6.778 22.536 -14.616 -0.77 -0.31 1.20
H -5.647 20.610 -16.188 -0.09 0.17 0.26
H -4.018 20.778 -15.452 0.01 -0.52 -0.16
H -4.680 22.148 -16.156 -0.45 0.12 -0.10
H -5.418 19.481 -13.607 0.04 0.03 -0.06
H -7.091 20.021 -13.959 0.35 -0.05 -0.86
H -6.953 19.638 -11.599 0.04 -0.32 -0.28
H -7.367 21.242 -12.011 0.00 0.28 -0.12
H -4.628 20.208 -11.199 0.49 0.30 -0.47
H -5.540 21.193 -10.163 -0.60 0.01 0.00
H -3.641 23.016 -10.099 -0.23 -0.52 0.42
H -2.846 23.381 -11.498 -0.43 0.30 -0.80
H -2.716 21.802 -11.017 -0.74 -0.72 -0.07
H -6.579 23.739 -12.033 -0.28 -0.61 -0.06
H -5.373 24.609 -11.326 1.09 -0.46 0.26
H -6.140 23.340 -10.377 -0.03 0.12 0.04
H -6.629 23.524 -15.051 0.76 -0.07 0.16
H -7.511 22.639 -13.817 0.31 0.41 0.68
H -7.455 22.031 -15.305 0.64 -0.49 -0.55
Br -0.921 23.897 -16.304 -0.29 0.25 0.26
O -4.169 25.275 -16.342 -1.08 -0.04 -0.61
H -4.150 24.999 -17.258 0.41 -0.27 -0.34
H -5.034 25.668 -16.227 -0.28 0.11 -0.01
O -2.339 27.347 -15.569 0.36 1.03 -0.46
H -1.947 27.844 -16.286 0.28 -0.17 -0.38
H -2.783 28.006 -15.035 -0.35 0.37 0.43
C -6.577 26.702 -12.965 -0.37 1.09 -0.95
C -5.311 27.188 -13.672 -0.94 1.72 1.24
C -4.960 28.643 -13.197 -0.79 -0.79 -0.24
O -3.776 29.030 -13.851 0.23 1.44 0.87
C -3.041 30.187 -13.372 1.36 -0.69 -0.43
N -4.351 26.255 -13.192 1.11 -1.02 0.39
H -6.299 26.648 -11.912 -0.56 0.00 0.12
H -6.768 25.709 -13.373 -0.39 -0.04 0.25
H -7.425 27.361 -13.147 -0.26 -0.16 0.22
H -5.385 27.079 -14.754 -0.05 0.57 -0.06
H -4.935 28.680 -12.108 1.09 -0.68 0.52
H -5.790 29.347 -13.250 -0.27 0.25 -1.39
H -1.998 29.905 -13.522 0.16 -0.13 -0.22
H -3.018 30.448 -12.314 -1.05 -0.47 0.26
H -3.131 31.110 -13.945 -0.87 -0.17 -0.22
H -3.979 26.525 -12.293 0.28 0.57 -0.31
H -4.946 25.493 -12.900 0.79 -0.92 -0.44
```
Positions in Å, forces in eV/Å.

Its net charge is 0. The spin multiplicity is 3. The largest force on an atom is 6.2 eV Å⁻¹. The total energy comes out at -112383.8422 eV. As for the expectation value of S²: 2.011. Its LUMO energy (alpha / beta) is 0.33 / -0.24 eV.

***

Record 2
The following is a DFT calculation (wB97M-V/def2-TZVPD) of a molecular structure, C22H51AlF5N6O5.

XYZ file:
```
90
Properties=species:S:1:pos:R:3:forces:R:3
N -5.869 -1.616 2.584 0.35 -0.38 -0.29
C -5.250 -2.470 1.843 -0.15 0.34 0.16
C -3.881 -2.294 1.314 0.02 -0.30 0.28
Al -3.653 -0.804 -0.059 -0.50 0.08 0.00
C -4.151 0.941 0.794 0.28 0.03 -0.15
C -4.305 2.149 -0.158 -0.08 -0.07 0.00
C -5.755 2.416 -0.582 -0.07 0.17 -0.07
C -6.731 2.635 0.584 -0.10 0.13 0.05
O -7.847 1.735 0.579 0.13 0.03 0.01
C -4.667 -1.017 -1.805 0.20 -0.18 -0.08
C -5.040 -2.414 -2.307 0.18 0.19 -0.24
N -5.784 -3.217 -1.335 -0.23 -0.23 -0.18
N -5.837 -2.290 -3.558 -0.02 -0.09 0.39
N -3.819 -3.179 -2.585 -0.24 -0.15 -0.08
C -1.586 -0.820 -0.364 0.42 -0.46 0.06
F -0.898 -0.672 0.855 -0.19 -0.11 -0.16
F -1.118 -2.033 -0.885 -0.19 0.31 0.23
C -0.926 0.221 -1.254 -0.28 0.23 -0.18
F -1.480 0.230 -2.480 0.06 -0.04 0.02
F 0.396 0.036 -1.424 0.23 -0.12 0.00
F -1.068 1.453 -0.743 -0.07 0.15 0.09
H -6.793 -1.971 2.823 0.01 -0.02 -0.04
H -5.762 -3.405 1.555 0.04 0.13 -0.02
H -3.507 -3.244 0.906 -0.04 0.14 0.05
H -3.205 -2.007 2.133 -0.12 0.13 -0.16
H -3.383 1.162 1.551 -0.10 -0.03 -0.06
H -5.070 0.784 1.372 0.07 -0.02 0.01
H -3.721 1.997 -1.078 -0.04 0.12 0.12
H -3.912 3.072 0.293 -0.02 -0.11 -0.01
H -5.788 3.302 -1.232 0.06 -0.18 0.01
H -6.136 1.586 -1.186 0.05 0.02 0.11
H -7.171 3.637 0.536 0.03 -0.18 0.00
H -6.208 2.550 1.542 0.03 0.07 -0.07
H -7.503 0.864 0.805 0.02 -0.02 0.00
H -4.054 -0.558 -2.594 -0.11 0.09 0.05
H -5.592 -0.423 -1.759 0.05 0.00 0.06
H -6.436 -2.625 -0.835 -0.02 0.03 0.08
H -5.142 -3.597 -0.653 0.09 0.16 0.12
H -6.354 -3.159 -3.666 0.05 0.00 -0.06
H -6.538 -1.566 -3.428 0.09 0.02 -0.03
H -3.548 -2.965 -3.540 0.15 0.10 0.12
H -4.063 -4.167 -2.585 -0.01 0.04 -0.05
C 3.706 1.749 6.061 0.03 0.00 0.00
O 4.145 0.951 4.984 0.00 0.06 -0.02
C 3.221 -0.048 4.565 -0.02 -0.10 0.03
C 2.620 0.266 3.214 -0.09 0.06 -0.02
N 1.733 1.415 3.277 0.21 0.08 -0.01
C 1.233 1.880 1.985 -0.16 -0.05 0.11
C 2.236 2.356 0.944 -0.06 -0.04 -0.14
O 2.904 3.565 1.268 0.04 0.03 0.09
C 4.041 3.424 2.089 -0.01 0.08 -0.05
H 4.561 2.333 6.399 0.00 0.00 -0.01
H 2.904 2.439 5.774 -0.03 -0.04 0.01
H 3.349 1.134 6.893 -0.01 0.01 0.02
H 2.432 -0.168 5.314 -0.04 0.01 -0.03
H 3.771 -0.991 4.495 0.02 0.01 0.02
H 2.040 -0.602 2.886 0.00 0.00 -0.05
H 3.450 0.393 2.502 0.03 -0.03 -0.01
H 2.202 2.177 3.750 0.03 0.00 -0.04
H 0.541 2.702 2.181 -0.03 -0.01 -0.03
H 0.644 1.074 1.538 0.00 0.00 0.00
H 1.674 2.562 0.030 0.01 0.00 -0.01
H 2.974 1.583 0.695 -0.01 0.02 0.07
H 4.579 2.495 1.876 0.01 -0.02 0.01
H 3.794 3.447 3.156 0.02 -0.06 0.00
H 4.702 4.266 1.880 0.00 -0.01 0.00
C 7.890 -0.519 -2.025 0.01 -0.03 0.01
O 6.928 -1.296 -1.348 -0.01 -0.01 -0.07
C 6.062 -0.562 -0.489 0.00 0.03 0.10
C 4.652 -0.499 -1.028 -0.02 0.03 -0.09
N 4.572 0.323 -2.226 0.07 -0.14 -0.04
C 3.271 0.308 -2.893 0.06 0.18 0.04
C 2.734 -1.014 -3.421 -0.12 -0.02 0.02
O 3.451 -1.536 -4.529 0.08 0.02 -0.01
C 4.597 -2.292 -4.206 -0.03 -0.02 -0.08
H 8.593 -1.209 -2.490 -0.01 -0.01 0.00
H 7.450 0.109 -2.808 -0.01 0.03 0.04
H 8.439 0.128 -1.333 0.02 0.01 0.00
H 6.457 0.447 -0.331 -0.04 0.03 -0.02
H 6.047 -1.078 0.475 0.03 0.00 0.00
H 4.011 -0.055 -0.259 -0.03 -0.05 -0.02
H 4.305 -1.530 -1.183 0.00 -0.01 0.04
H 5.288 0.031 -2.879 -0.02 -0.04 -0.01
H 3.327 1.002 -3.735 0.00 0.01 0.01
H 2.532 0.713 -2.198 -0.01 0.00 0.01
H 1.720 -0.830 -3.780 0.00 -0.02 -0.01
H 2.655 -1.775 -2.636 0.05 0.02 0.02
H 4.459 -2.855 -3.278 0.01 0.00 0.02
H 5.495 -1.672 -4.108 0.00 -0.01 0.06
H 4.764 -2.998 -5.021 0.00 0.00 0.00
```
Positions in Å, forces in eV/Å.

Its net charge is -1. The largest force on an atom is 0.6 eV Å⁻¹. The total energy comes out at -63003.9912 eV. Its LUMO energy is 2.29 eV.